Entry 1:
Below is a cluster of 2 separate species, C5H11NO in total, with properties calculated with ωB97M-V/def2-TZVPD.

ΔE to the lowest compared entry with this formula, charge and spin   176.2 kJ/mol
Gap between HOMO and LUMO   10.2 eV
SMILES string   C/N=C(\C)O.C=C
Energy   -327.06425 Eh

The geometry in ORCA input format:
```
! wB97M-V def2-TZVPD RIJCOSX def2/J DEFGRID3
* xyz 0 1
O -0.4866 1.2613 -0.9642
N -0.1754 -0.3715 0.5664
C -0.8863 0.5862 0.1321
C -0.5850 -1.1609 1.6978
C 2.3423 -0.3872 -0.8562
C -2.1901 1.1161 0.6653
C 2.2171 -0.1071 -2.1507
H -2.1260 1.3008 1.7413
H 2.6116 0.3700 -0.1234
H 1.9124 -0.8670 -2.8657
H -1.4804 -0.8023 2.2254
H 0.3318 0.8191 -1.2674
H -2.4428 2.0463 0.1549
H 0.2390 -1.2135 2.4196
H -2.9913 0.3901 0.4938
H 2.1382 -1.3760 -0.4584
H 2.3962 0.8923 -2.5410
H -0.7781 -2.1875 1.3625
*
```

***

Entry 2:
Below is a structure of composition C29H29AlClP, with properties calculated with ωB97M-V/def2-TZVPD.

ΔE to the lowest compared entry with this formula, charge and spin   260.1 kJ/mol
Gap between HOMO and LUMO (alpha / beta)   5.3 / 5.3 eV
Energy   -2166.20836 Eh

The geometry in ORCA input format:
```
! wB97M-V def2-TZVPD RIJCOSX def2/J DEFGRID3
* xyz 0 1
Cl 1.7597 1.1953 1.1429
P 0.1173 0.3475 -2.2013
Al 0.1182 0.1164 1.5020
C -0.0189 0.1865 4.9511
C 1.2765 3.4896 -4.6804
C -0.0071 -1.4303 6.9075
C 1.1460 -1.7008 2.2941
C -0.0825 0.4140 3.6726
C 3.0403 -2.2787 -4.6997
C -1.2686 0.7409 6.9242
C 2.5666 -0.7915 -2.8327
C 1.2135 -0.7071 -3.2386
C 1.1115 2.1913 -4.1721
C -2.1732 0.6544 -3.9118
C 0.3995 1.9910 -2.9755
C 1.2518 0.7281 6.9109
C 0.3993 -2.0497 1.1310
C 0.7371 4.5922 -4.0031
C -2.1653 -1.2185 -2.3519
C -4.0574 -0.8868 -3.8441
C -1.5269 -0.0831 -2.9037
C -1.1226 -1.5127 2.8113
C -3.4339 0.2492 -4.3782
C -0.1305 3.1055 -2.2846
C 3.4714 -1.5638 -3.5682
C 1.6961 -2.2094 -5.0922
C -0.0233 0.0550 6.4334
C -3.4155 -1.6203 -2.8306
C 0.2143 -1.2747 3.4153
C 0.7822 -1.4280 -4.3672
C -1.0027 -1.8498 1.4394
C 0.0308 4.3935 -2.8039
H -1.6971 1.5413 -4.3435
H -0.6692 2.9522 -1.3418
H -5.0417 -1.2010 -4.2110
H -2.1559 0.2319 6.5465
H 2.2866 -1.7326 2.4667
H -3.8967 -2.5098 -2.4110
H 0.8677 5.6044 -4.4041
H 2.1551 0.2238 6.5518
H 2.9005 -0.2428 -1.9429
H -3.9296 0.8295 -5.1637
H -2.0139 -1.0983 3.3598
H 0.8158 -2.5161 0.2570
H 3.7510 -2.8892 -5.2695
H 1.8329 3.6364 -5.6124
H -0.2634 -1.3803 -4.6904
H -0.8902 -1.9812 6.5635
H -0.3940 5.2504 -2.2718
H 0.6757 -1.1618 4.5222
H -1.8477 -2.1259 0.8305
H 1.2870 0.7464 7.9970
H -1.2904 0.7528 8.0051
H -1.2726 1.7599 6.5401
H 1.2785 1.7554 6.5437
H -0.0097 -1.4727 8.0059
H 0.8806 -1.9869 6.5778
H -1.6684 -1.7906 -1.5576
H 1.3505 -2.7674 -5.9691
H 1.5348 1.3399 -4.7161
H 4.5202 -1.6129 -3.2582
*
```

***

Entry 3:
Below is a cluster of 2 separate species, C2H4N2O in total, with properties calculated with ωB97M-V/def2-TZVPD.

ΔE to the lowest compared entry with this formula, charge and spin   314.5 kJ/mol
Gap between HOMO and LUMO   11.2 eV
SMILES string   C=NO.C#N
Energy   -263.24349 Eh

The geometry in ORCA input format:
```
! wB97M-V def2-TZVPD RIJCOSX def2/J DEFGRID3
* xyz 0 1
O -0.1420 0.0420 -0.0213
N -1.0787 0.7871 -0.7352
N 2.3938 -0.2401 1.1010
C -2.2254 0.3337 -0.7644
C 2.7255 -1.2068 0.6250
H 3.0036 -2.2306 0.4694
H -3.0147 0.9275 -1.1572
H -2.6236 -0.4846 -0.0496
H 0.6109 0.6447 -0.2468
*
```

***

Entry 4:
Below is the molecule C3H5N3O4, with properties calculated with ωB97M-V/def2-TZVPD.

ΔE to the lowest compared entry with this formula, charge and spin   773.3 kJ/mol
Gap between HOMO and LUMO   9.4 eV
SMILES string   O=[N+]([O-])C1([N+](=O)[O-])CNC1
Energy   -582.27542 Eh

The geometry in ORCA input format:
```
! wB97M-V def2-TZVPD RIJCOSX def2/J DEFGRID3
* xyz 0 1
O -1.7409 -1.7572 -0.6550
O -1.3419 -1.6578 1.4947
O -1.0494 1.7457 1.5022
O -1.7874 1.7620 -0.5121
N -1.2308 -1.2314 0.3189
N 1.5876 -0.4818 -0.5080
N -1.1988 1.2932 0.4192
C 0.4526 0.0193 -1.2751
C 1.0149 -0.1008 0.8384
C -0.3211 0.0519 0.1711
H 1.1784 -0.6595 1.7388
H 0.5445 0.8710 -1.7965
H 2.4804 -0.0597 -0.7431
H 1.3680 0.8873 1.0703
H 0.0439 -0.6821 -2.0638
*
```